Entry 1:
A molecular structure, C55H121N6O3, computed with ωB97M-V/def2-TZVPD.

```
185
Properties=species:S:1:pos:R:3
C -1.187 8.769 -1.917
C -1.757 7.625 -1.137
C -0.646 6.691 -0.527
N -1.059 5.696 0.558
C 0.158 5.039 1.311
C 0.986 4.073 0.505
C 0.059 2.917 -0.006
C -1.120 3.503 -0.843
C -1.982 4.504 0.002
C -1.862 6.500 1.493
H -0.485 8.691 -2.748
H -0.688 9.383 -1.167
H -2.057 9.250 -2.364
H -2.314 6.942 -1.780
H -2.580 8.095 -0.598
H 0.041 7.285 0.075
H -0.148 6.070 -1.272
H 0.642 5.817 1.900
H -0.413 4.554 2.103
H 1.368 4.686 -0.311
H 1.780 3.604 1.085
H 0.645 2.154 -0.518
H -0.358 2.343 0.821
H -0.716 4.080 -1.674
H -1.770 2.710 -1.212
H -2.820 4.936 -0.545
H -2.424 3.993 0.857
H -1.403 7.470 1.685
H -1.710 6.010 2.455
H -2.881 6.730 1.183
C 6.316 -1.550 -5.552
C 6.293 -0.763 -4.213
C 5.024 0.028 -3.899
N 4.875 0.728 -2.489
C 6.138 1.583 -2.246
C 5.949 2.886 -3.113
C 4.583 3.592 -2.839
C 3.485 2.674 -3.315
C 3.460 1.401 -2.402
C 4.919 -0.382 -1.395
H 5.593 -2.362 -5.627
H 7.276 -2.046 -5.698
H 6.270 -0.800 -6.342
H 7.054 0.016 -4.173
H 6.597 -1.496 -3.466
H 4.224 -0.694 -4.067
H 4.891 0.776 -4.680
H 7.153 1.197 -2.340
H 5.954 1.747 -1.184
H 6.024 2.590 -4.159
H 6.755 3.616 -3.031
H 4.595 4.592 -3.272
H 4.369 3.866 -1.806
H 3.589 2.577 -4.395
H 2.535 3.207 -3.288
H 2.727 0.629 -2.632
H 3.205 1.607 -1.362
H 4.087 -1.077 -1.511
H 4.873 0.080 -0.409
H 5.903 -0.781 -1.642
C -6.499 -7.875 -3.041
C -6.080 -6.516 -2.430
C -4.671 -5.953 -2.906
N -4.211 -4.606 -2.272
C -4.301 -4.668 -0.727
C -3.606 -3.381 -0.079
C -2.136 -3.318 -0.403
C -2.017 -3.255 -1.884
C -2.734 -4.382 -2.729
C -5.107 -3.475 -2.769
H -6.653 -7.829 -4.120
H -7.465 -8.165 -2.627
H -5.789 -8.633 -2.709
H -5.962 -6.599 -1.349
H -6.891 -5.798 -2.554
H -4.556 -5.822 -3.982
H -3.911 -6.697 -2.669
H -3.801 -5.585 -0.416
H -5.359 -4.623 -0.469
H -3.554 -3.421 1.009
H -4.243 -2.523 -0.294
H -1.654 -4.240 -0.076
H -1.597 -2.531 0.125
H -0.947 -3.376 -2.055
H -2.130 -2.213 -2.186
H -2.186 -5.322 -2.664
H -2.724 -4.245 -3.810
H -4.652 -2.680 -3.360
H -5.714 -3.010 -1.993
H -5.906 -3.910 -3.369
C -1.165 0.068 3.662
C -1.095 -0.445 5.116
C -2.424 -0.147 5.916
N -2.453 -0.420 7.461
C -3.912 -0.644 7.871
C -4.736 0.688 7.617
C -4.154 1.957 8.247
C -2.563 2.047 8.212
C -1.889 0.692 8.353
C -1.519 -1.660 7.765
H -0.140 -0.022 3.302
H -1.480 1.111 3.634
H -1.866 -0.607 3.172
H -0.316 0.015 5.725
H -0.865 -1.510 5.147
H -3.025 -0.962 5.513
H -2.945 0.782 5.685
H -4.086 -1.553 7.294
H -3.902 -0.979 8.908
H -4.925 0.989 6.587
H -5.718 0.437 8.017
H -4.653 2.875 7.938
H -4.353 2.057 9.314
H -2.269 2.453 7.244
H -2.327 2.701 9.051
H -0.810 0.743 8.212
H -2.043 0.396 9.391
H -1.659 -1.820 8.834
H -0.543 -1.284 7.461
H -1.767 -2.587 7.247
C 0.266 5.034 -8.106
C 0.177 3.913 -7.070
C -0.335 2.542 -7.712
N -0.586 1.493 -6.491
C 0.251 1.780 -5.172
C -0.300 0.908 -3.935
C -1.754 0.983 -3.770
C -2.536 0.761 -4.982
C -2.106 1.540 -6.223
C -0.190 0.040 -7.003
H 1.033 4.733 -8.820
H 0.631 5.883 -7.528
H -0.675 5.199 -8.631
H -0.569 4.299 -6.376
H 1.116 3.954 -6.519
H 0.447 2.170 -8.374
H -1.237 2.705 -8.301
H 0.152 2.824 -4.875
H 1.299 1.639 -5.437
H 0.173 1.176 -2.991
H -0.108 -0.150 -4.114
H -1.944 2.042 -3.598
H -2.222 0.483 -2.922
H -3.601 0.941 -4.837
H -2.504 -0.325 -5.075
H -2.560 2.529 -6.289
H -2.450 1.101 -7.159
H -0.768 -0.409 -7.810
H -0.258 -0.662 -6.172
H 0.887 0.058 -7.172
C 0.026 -5.688 2.919
C 1.415 -5.012 3.062
C 1.505 -4.068 4.307
N 2.910 -3.372 4.538
C 3.205 -3.295 6.088
C 4.597 -2.795 6.524
C 5.698 -3.418 5.622
C 5.392 -3.429 4.157
C 4.109 -4.065 3.824
C 2.694 -1.969 3.945
H -0.736 -4.923 2.765
H -0.300 -6.299 3.761
H -0.011 -6.302 2.019
H 1.680 -4.592 2.092
H 2.176 -5.774 3.229
H 1.490 -4.849 5.067
H 0.681 -3.420 4.605
H 3.238 -4.360 6.319
H 2.419 -2.852 6.700
H 4.626 -3.158 7.552
H 4.465 -1.722 6.388
H 6.078 -4.372 5.987
H 6.582 -2.782 5.656
H 6.161 -4.007 3.644
H 5.357 -2.462 3.655
H 4.052 -5.127 4.060
H 3.987 -3.988 2.743
H 1.721 -1.528 4.161
H 2.741 -1.993 2.856
H 3.385 -1.274 4.422
O -0.033 -0.378 0.709
C 0.802 -0.861 -0.107
O 1.552 -1.720 0.374
O 0.729 -0.628 -1.331
H 0.528 -0.985 1.197
```

## Properties
- ΔE to the lowest compared entry with this formula, charge and spin (kcal per mole) = 119.5
- E_HOMO (eV) = -17.21
- net charge = +5
- molar mass (g/mol) = 914.6
- LUMO energy (eV) = -8.6



Entry 2:
40 unconnected molecules or ions with the total composition H80O40, computed with ωB97M-V/def2-TZVPD.

```
120
Properties=species:S:1:pos:R:3
H -2.845 1.631 1.932
H -1.521 2.167 1.954
O -1.956 1.301 1.848
H -4.225 -0.444 0.035
H -3.250 0.606 -0.274
O -3.269 -0.335 -0.069
H 3.962 -0.966 0.741
H 3.927 0.456 -0.017
O 3.836 -0.019 0.830
H 0.866 -1.011 -5.567
H -0.048 -0.990 -6.751
O 0.408 -0.399 -6.120
H -5.055 -2.018 3.759
H -3.626 -1.589 3.962
O -4.538 -1.315 4.182
H -2.056 -4.051 5.041
O -1.127 -4.217 5.143
H -3.039 4.300 3.163
O -2.444 3.962 2.518
H 2.882 0.259 -3.298
H 2.273 -0.884 -3.537
O 2.855 -0.498 -2.741
H -5.319 2.025 -0.616
H -6.509 1.499 0.124
O -5.727 2.070 0.237
H 0.977 -3.238 -1.706
H 1.878 -2.239 -1.558
O 1.674 -2.862 -2.278
H 2.471 1.257 0.449
H 2.362 2.685 -0.424
O 2.477 2.223 0.363
H 3.852 2.873 -2.955
O 3.406 3.036 -2.129
H 0.749 -3.589 2.955
H -0.791 -3.087 3.005
O 0.153 -2.825 2.785
H 0.024 1.537 5.080
H 1.233 0.690 5.435
O 0.283 0.706 5.392
H -0.223 0.755 1.386
H 0.961 0.881 2.310
O 0.765 0.775 1.387
H 1.470 5.449 -4.033
H 1.840 4.550 -2.674
O 1.397 5.307 -3.066
H -0.977 -0.152 -3.035
H 0.005 -1.333 -3.423
O -0.132 -0.552 -2.893
H -4.534 0.755 -3.032
H -5.010 1.715 -4.022
O -5.320 1.246 -3.270
H 2.153 -1.322 4.087
O 2.778 -0.586 4.252
H -1.610 4.335 -0.536
H -2.806 5.477 -0.514
O -2.451 4.666 -0.913
H -1.538 -1.439 2.775
O -2.290 -2.074 2.617
H 4.937 -3.696 -2.062
H 3.376 -3.446 -2.034
O 4.078 -4.022 -2.347
H -0.003 -0.904 0.346
H 0.331 -0.669 -1.055
O 0.418 -1.340 -0.369
H -0.451 0.608 -5.432
H -2.120 0.650 -5.000
O -1.268 1.133 -5.151
H 0.377 -3.262 0.854
H 0.541 -4.846 1.282
O 0.103 -4.183 0.769
H 0.907 3.714 2.508
H 1.990 4.522 3.176
O 1.136 3.979 3.387
H 4.040 3.348 1.622
H 3.927 3.674 3.177
O 4.062 2.957 2.504
H -3.422 -2.328 -2.069
H -4.302 -1.145 -1.833
O -4.292 -1.995 -2.254
H 6.132 -1.337 0.527
H 6.754 -1.146 -0.973
O 5.963 -1.183 -0.428
H 1.784 6.259 0.828
H 0.900 5.652 1.893
O 1.875 5.941 1.749
H -1.067 -6.025 2.162
H -1.645 -4.655 2.188
O -1.093 -5.189 2.796
H 0.469 0.979 -2.337
O 0.705 1.524 -1.636
H -5.044 -0.490 2.121
H -5.506 0.491 1.240
O -5.606 -0.470 1.328
H 3.079 -0.242 3.353
H -0.931 -4.871 4.378
H -2.379 -1.906 1.685
H -2.910 3.977 1.670
H 3.518 2.118 -1.822
H 1.540 1.811 -1.411
O 1.779 -3.230 -4.638
H 1.419 -3.897 -5.260
H 1.137 -3.166 -3.956
O -3.160 2.120 -1.598
H -3.408 3.018 -1.612
H -2.255 1.938 -1.778
O -1.908 -6.074 0.219
H -2.855 -5.779 0.248
H -1.628 -5.103 -0.211
O -1.394 -1.827 -5.616
H -1.279 -2.075 -4.665
H -2.297 -2.092 -5.827
O 0.289 4.491 -0.593
H 0.045 4.845 -1.417
H 0.567 3.591 -0.733
O 6.628 0.560 1.725
H 5.670 0.530 1.958
H 6.666 1.233 1.068
O 1.956 -3.113 4.719
H 2.383 -3.838 5.186
H 1.062 -3.286 5.150
```

## Properties
- ΔE to the lowest compared entry with this formula, charge and spin (kcal per mole) = 257.1
- E_HOMO (eV) = -10.11
- net charge = 0
- molar mass (g/mol) = 720.6
- LUMO energy (eV) = -0.9



Entry 3:
A molecular structure, C16H32As3IrN3O2Te4, computed with ωB97M-V/def2-TZVPD.

```
61
Properties=species:S:1:pos:R:3
Ir 1.174 -0.371 0.825
C 4.778 -0.822 0.246
As 3.064 -0.635 -0.630
C 3.031 -2.063 -1.935
C 3.334 0.836 -1.885
C 3.240 2.270 -1.357
C 3.981 2.418 -0.022
C 1.772 2.690 -1.181
As 0.720 1.899 0.266
C 1.091 3.086 1.748
C -1.029 2.514 -0.267
C 3.915 3.231 -2.358
As 3.560 3.374 -4.310
C 4.352 1.696 -4.962
C 1.681 2.856 -4.563
H 4.721 -0.333 1.216
H 5.562 -0.381 -0.369
H 4.970 -1.884 0.391
H 3.979 -2.052 -2.473
H 2.212 -1.895 -2.632
H 2.887 -3.018 -1.437
H 2.587 0.682 -2.668
H 4.312 0.660 -2.341
H 3.559 1.784 0.764
H 3.930 3.454 0.323
H 5.036 2.161 -0.136
H 1.203 2.508 -2.092
H 1.725 3.765 -0.985
H 1.095 4.114 1.388
H 2.047 2.830 2.196
H 0.300 2.965 2.486
H -0.959 3.589 -0.437
H -1.748 2.287 0.514
H -1.345 2.005 -1.174
H 4.996 3.047 -2.337
H 3.788 4.252 -1.985
H 5.370 1.600 -4.583
H 4.404 1.753 -6.049
H 3.776 0.814 -4.685
H 1.014 3.599 -4.128
H 1.443 1.868 -4.168
H 1.511 2.843 -5.640
Te -0.706 -1.910 -0.463
Te -2.486 -3.415 -1.543
Te 2.118 -2.952 1.661
Te -0.354 -2.133 2.240
C 2.000 0.392 3.533
O 2.444 0.331 2.205
H 1.290 1.210 3.709
H 2.881 0.558 4.160
H 1.528 -0.538 3.869
N -4.817 0.987 -0.761
C -3.946 0.394 0.116
O -2.777 0.165 -0.244
C -4.441 0.100 1.428
C -5.785 0.368 1.768
N -6.894 0.625 1.967
C -3.580 -0.516 2.346
N -2.861 -1.027 3.099
H -5.802 1.001 -0.551
H -4.544 0.967 -1.728
```

## Properties
- ΔE to the lowest compared entry with this formula, charge and spin (kcal per mole) = 29.0
- ⟨S²⟩ = 0.76
- E_HOMO (spin up / spin down) (eV) = -7.23 / -7.23
- net charge = 0
- spin multiplicity = 2
- molar mass (g/mol) = 1225.8
- LUMO energy (spin up / spin down) (eV) = -1.8 / -2.1



Entry 4:
9 unconnected molecules or ions with the total composition C9H36O9, computed with ωB97M-V/def2-TZVPD.

```
54
Properties=species:S:1:pos:R:3
C 1.062 -4.536 2.022
O -0.215 -4.834 2.395
H 1.649 -5.443 1.880
H 1.121 -3.828 1.196
H 1.696 -3.990 2.721
H -0.248 -5.610 2.960
C -0.084 4.466 -1.228
O -0.151 3.439 -0.234
H 0.461 5.329 -0.847
H 0.500 4.084 -2.065
H -1.036 4.766 -1.666
H 0.681 3.321 0.231
C -1.303 -0.950 3.782
O -0.269 -0.875 2.845
H -2.216 -0.406 3.539
H -1.543 -2.005 3.919
H -0.997 -0.535 4.742
H 0.492 -1.178 3.345
C -2.656 -2.096 0.401
O -1.391 -2.820 0.441
H -2.665 -1.387 1.229
H -2.777 -1.572 -0.548
H -3.479 -2.794 0.550
H -1.337 -3.419 1.189
C 1.988 -2.371 -2.747
O 2.004 -3.067 -1.464
H 0.988 -2.511 -3.157
H 1.998 -1.298 -2.558
H 2.775 -2.646 -3.450
H 1.582 -2.489 -0.824
C 0.159 0.283 0.054
O 0.530 -1.124 -0.184
H -0.319 0.775 -0.793
H -0.529 0.457 0.882
H 1.088 0.840 0.178
H -0.281 -1.608 -0.016
C -0.520 1.050 -4.313
O -0.283 1.624 -5.561
H 0.138 1.472 -3.554
H -1.579 1.115 -4.062
H -0.176 0.018 -4.257
H -0.463 2.550 -5.382
C 3.145 2.284 -0.715
O 2.643 2.871 0.488
H 3.848 1.483 -0.485
H 2.510 1.838 -1.480
H 3.805 2.956 -1.263
H 3.406 2.818 1.068
C -2.413 2.352 2.047
O -2.277 3.582 1.434
H -1.607 2.313 2.779
H -3.425 2.294 2.449
H -2.426 1.526 1.336
H -1.607 3.487 0.754
```

## Properties
- ΔE to the lowest compared entry with this formula, charge and spin (kcal per mole) = 137.7
- E_HOMO (eV) = -9.36
- net charge = 0
- molar mass (g/mol) = 288.4
- SMILES string = CO.CO.CO.CO.CO.CO.CO.CO.CO
- LUMO energy (eV) = 0.4



Entry 5:
C3H7N3S in the gas phase, computed with ωB97M-V/def2-TZVPD.

```
14
Properties=species:S:1:pos:R:3
C -0.008 -0.679 -1.017
C -0.905 0.485 -0.872
C 0.908 -0.770 0.293
N -0.157 -1.591 -1.884
N 0.998 1.553 1.701
N -1.324 0.473 0.507
S 0.175 0.262 1.622
H -0.360 1.417 -1.080
H -1.640 0.401 -1.668
H 0.736 -1.722 0.805
H 2.012 -0.623 -0.016
H 0.489 -2.399 -1.951
H 0.974 2.008 2.629
H -1.898 1.185 0.932
```

## Properties
- ΔE to the lowest compared entry with this formula, charge and spin (kcal per mole) = 75.7
- E_HOMO (eV) = -8.90
- net charge = 0
- molar mass (g/mol) = 117.2
- LUMO energy (eV) = 0.7



Entry 6:
2 unconnected molecules or ions with the total composition CH3NO4P, computed with ωB97M-V/def2-TZVPD.

```
10
Properties=species:S:1:pos:R:3
C -1.756 0.176 -0.223
N -0.551 -0.315 -0.392
O -2.840 -0.434 -0.518
O -1.779 1.328 0.481
O 0.697 1.790 -0.108
O 1.873 -0.363 0.192
P 0.926 0.491 -0.927
H -0.962 -1.481 -1.289
H -0.845 1.706 0.366
H 1.496 -0.136 0.977
```

## Properties
- ΔE to the lowest compared entry with this formula, charge and spin (kcal per mole) = 48.2
- E_HOMO (eV) = -4.64
- net charge = -1
- molar mass (g/mol) = 124.0
- LUMO energy (eV) = 3.8